Below is a 8-piece molecular cluster, C40H92N4O4 overall in a non-equilibrium geometry, with properties calculated with ωB97M-V with the def2-TZVPD basis set.

The energy comes out at -57114.103 eV. Its spin multiplicity is 1. The SMILES is CCN(CC)CC.CCN(CC)CC.CCN(CC)CC.CCN(CC)CC.C1CCOC1.C1CCOC1.C1CCOC1.C1CCOC1. The calculation puts the relative energy (zero: lowest compared OMol25 entry of this formula, charge and spin) at 2.143 eV. The orbital gap comes out at 8.3 eV.

XYZ file:
```
140
Properties=species:S:1:pos:R:3:forces:R:3
C 8.3580 1.3121 -14.0388 -0.8 -0.1 0.2
C 7.3176 1.5079 -12.9172 0.5 0.5 -1.1
N 5.9926 0.9600 -13.1727 -0.2 -0.8 0.2
C 5.0679 1.0563 -12.0462 -0.6 -1.4 0.8
C 3.8907 0.0297 -12.0667 -0.1 0.3 -1.6
C 5.3455 1.1036 -14.4928 0.4 0.9 0.8
C 4.6421 2.4347 -14.7545 -0.5 0.9 0.4
H 9.2734 1.8074 -13.7150 0.0 0.1 -0.2
H 7.9525 1.7682 -14.9419 0.5 0.0 -0.2
H 8.5946 0.2628 -14.2150 -0.2 0.0 -0.1
H 7.8421 1.1155 -12.0461 -0.9 -0.2 0.5
H 7.2578 2.5914 -12.8145 0.0 0.4 0.4
H 5.5700 0.7257 -11.1370 0.7 0.3 0.0
H 4.6656 2.0344 -11.7826 0.0 0.5 -0.4
H 4.2858 -0.9629 -12.2829 0.1 -0.2 0.6
H 3.1868 0.0614 -11.2350 0.7 0.0 0.5
H 3.2026 0.1509 -12.9034 0.0 0.5 -0.3
H 4.6014 0.3075 -14.5198 0.2 0.0 -0.4
H 6.0664 1.0340 -15.3075 0.1 -0.8 0.2
H 3.9340 2.3328 -15.5768 -0.1 0.0 0.0
H 5.2524 3.3080 -14.9849 0.7 -0.4 -0.4
H 4.1262 2.8548 -13.8911 -0.5 -0.6 0.2
C 15.0065 13.8299 -8.7776 -0.5 0.2 -0.2
C 14.7033 15.3123 -9.0540 0.5 0.2 -0.4
N 14.5452 15.7080 -10.4542 0.4 -0.4 0.4
C 13.4276 15.0039 -11.1312 0.2 0.7 0.1
C 12.7977 15.9010 -12.2126 0.9 -0.8 -0.3
C 15.8606 15.6418 -11.1560 -1.7 0.7 0.2
C 16.9270 16.6606 -10.7441 0.5 -0.3 0.0
H 15.9985 13.4910 -9.0762 0.2 0.3 0.2
H 14.3335 13.1944 -9.3531 -0.3 -0.1 0.2
H 14.8503 13.6636 -7.7117 0.1 -0.3 0.0
H 13.8253 15.6517 -8.5045 -0.1 -0.2 0.0
H 15.5379 15.9122 -8.6909 -0.1 0.0 0.3
H 12.6731 14.7382 -10.3908 -0.1 0.5 0.3
H 13.6797 14.0102 -11.5015 0.5 -0.1 -0.5
H 13.4068 15.9175 -13.1164 0.4 0.1 0.0
H 12.7688 16.9289 -11.8511 -0.6 -0.1 0.0
H 11.8794 15.4665 -12.6078 -0.4 0.4 0.5
H 16.2948 14.6467 -11.0597 0.1 -0.3 -0.3
H 15.5409 15.8458 -12.1779 0.7 -0.2 -0.3
H 16.7206 17.7172 -10.9146 -0.3 -0.2 -0.3
H 17.3165 16.5959 -9.7281 -0.5 -0.3 0.3
H 17.8035 16.3643 -11.3204 0.1 0.3 -0.3
C 25.4673 8.8097 -7.1332 0.3 -0.7 1.3
C 24.7015 8.9346 -8.3910 -1.5 0.9 -1.2
N 24.6417 10.3298 -8.9063 0.8 -0.4 0.6
C 23.5983 10.7448 -9.8376 -1.3 -2.1 1.1
C 22.3038 10.6622 -9.0452 -1.1 1.4 0.4
C 25.9361 10.7613 -9.3094 1.2 0.8 -1.0
C 26.1743 12.2604 -9.1081 -0.1 -0.2 0.1
H 25.0507 9.5329 -6.4321 0.3 0.0 0.2
H 26.5560 8.8070 -7.0792 0.0 0.4 -0.5
H 25.1882 7.8158 -6.7836 0.1 -0.1 0.5
H 24.9503 8.1872 -9.1443 0.5 0.0 -0.4
H 23.7234 8.5975 -8.0479 -0.4 0.5 -0.4
H 23.7022 11.7349 -10.2814 0.5 -0.1 0.4
H 23.4593 10.0081 -10.6289 0.5 0.0 -0.7
H 21.9321 9.6868 -8.7313 0.5 -0.1 -0.2
H 22.4052 11.2880 -8.1585 0.2 -0.2 0.3
H 21.4607 11.1411 -9.5432 0.0 -0.1 -0.5
H 26.1451 10.5151 -10.3504 -0.2 0.0 -0.7
H 26.7692 10.2381 -8.8400 -0.4 -0.1 0.7
H 25.7448 12.5235 -8.1414 0.3 0.2 0.1
H 25.7112 12.9165 -9.8452 -0.1 -0.2 -0.2
H 27.2486 12.4382 -9.1571 0.0 0.2 0.2
C 20.2750 7.1580 -17.4994 2.0 0.4 -0.4
C 20.7360 8.3546 -18.3821 -2.4 -0.1 0.3
N 21.3596 8.0893 -19.6467 0.9 1.4 -0.1
C 22.7491 7.6266 -19.4292 -2.0 -0.8 -1.3
C 23.6142 8.7160 -18.9218 1.8 -0.1 1.0
C 20.5888 7.3060 -20.5840 1.8 -0.6 0.6
C 19.4023 7.9544 -21.1743 -1.0 1.0 0.6
H 19.8658 7.6390 -16.6110 -0.1 -0.6 0.1
H 21.2334 6.6762 -17.3057 -0.2 -0.5 0.9
H 19.6475 6.3956 -17.9609 -0.3 0.5 0.0
H 19.7845 8.8719 -18.5050 0.0 0.6 -0.7
H 21.3031 9.0485 -17.7617 0.4 -0.2 -0.1
H 22.6153 6.7020 -18.8676 0.9 -0.1 0.7
H 23.2074 7.2950 -20.3609 -0.6 0.0 -0.4
H 24.5801 8.5920 -19.4116 0.1 0.5 -0.3
H 23.2263 9.7181 -19.1046 0.0 -0.2 0.1
H 23.9384 8.5689 -17.8916 -0.6 0.4 0.4
H 20.4118 6.3488 -20.0936 -0.5 -0.6 -0.4
H 21.2797 7.1555 -21.4135 0.1 -0.4 0.0
H 19.0954 7.3666 -22.0394 -0.3 0.5 0.0
H 19.6509 8.9982 -21.3664 0.3 -0.1 -0.9
H 18.5771 8.1243 -20.4826 -0.3 -0.7 0.1
C 15.8170 6.3645 -9.0786 1.5 1.6 -1.4
C 14.8416 5.3223 -8.7808 -0.3 -2.2 3.1
C 13.7148 5.4724 -9.7146 -1.4 -1.7 -0.3
O 14.0020 6.5722 -10.4504 2.1 2.3 -2.5
C 15.5166 6.6482 -10.5763 -2.0 0.5 1.3
H 16.8322 6.0588 -8.8256 0.1 0.1 -0.2
H 15.6276 7.3236 -8.5966 -0.1 -0.1 0.3
H 14.3837 5.3872 -7.7938 0.5 0.4 0.4
H 15.3397 4.3555 -8.7091 -0.2 -0.3 -0.6
H 12.7773 5.5810 -9.1692 -0.1 0.5 -0.1
H 13.5264 4.6116 -10.3562 0.3 -0.4 -0.2
H 15.7430 7.6723 -10.8734 -0.1 -0.1 0.0
H 15.9247 5.9834 -11.3375 -0.2 -0.4 0.2
C 14.9703 -1.4955 -5.8491 -0.5 -3.1 -0.8
C 15.8600 -0.5108 -5.1312 0.1 1.0 -0.8
C 14.7811 0.3147 -4.5249 -0.8 0.2 1.4
O 13.6460 0.3259 -5.3860 -0.4 0.5 -0.2
C 13.7170 -0.7586 -6.3266 2.0 1.5 0.0
H 14.6984 -2.3620 -5.2463 0.0 0.2 0.6
H 15.4019 -1.9854 -6.7220 0.4 0.2 -0.1
H 16.4454 0.1061 -5.8130 0.0 -0.2 -0.3
H 16.5520 -0.8492 -4.3601 -0.2 -0.5 -0.2
H 15.0372 1.3173 -4.1826 0.0 0.2 -0.6
H 14.5355 -0.2119 -3.6026 -0.5 -0.1 0.3
H 14.0562 -0.4151 -7.3038 -0.2 0.9 -0.3
H 12.7342 -1.1610 -6.5720 0.1 -0.7 1.0
C 13.4927 9.1385 -16.6180 0.4 -1.6 -0.9
C 13.4354 10.1918 -17.6861 0.7 1.6 0.0
C 12.2220 9.8501 -18.5101 -0.2 1.5 2.3
O 12.0453 8.5101 -18.3468 0.1 -4.2 -0.9
C 12.9850 7.8750 -17.4500 -0.4 1.6 1.3
H 12.8331 9.4748 -15.8180 -0.3 -0.7 0.0
H 14.4874 9.0493 -16.1811 0.0 -0.2 -0.1
H 14.3227 10.3143 -18.3071 0.2 -0.2 0.2
H 13.2389 11.0983 -17.1135 0.4 0.6 -0.6
H 12.1942 10.2460 -19.5253 0.0 -0.4 0.0
H 11.4298 10.2297 -17.8648 -0.8 1.0 -0.8
H 13.7456 7.2626 -17.9343 0.4 0.7 -0.5
H 12.4826 7.1277 -16.8359 -0.6 0.3 0.1
C 8.0274 9.9023 -12.0307 1.6 -0.3 2.6
C 6.9665 10.3140 -13.0141 0.5 -1.2 2.0
C 5.8323 9.5163 -12.4117 -1.9 0.4 -0.2
O 5.8984 9.6198 -10.9772 0.5 0.5 -0.8
C 7.3112 9.5857 -10.6350 -1.0 -0.5 -1.9
H 8.7673 10.6674 -11.7956 0.2 0.1 -0.5
H 8.5698 8.9918 -12.2851 0.0 0.1 -0.4
H 7.2562 9.9757 -14.0089 -0.4 0.8 -0.1
H 6.7522 11.3476 -12.7424 0.0 0.2 -1.2
H 5.7093 8.4816 -12.7317 0.7 -0.3 0.0
H 4.9249 9.9887 -12.7879 -0.5 0.0 0.6
H 7.4859 8.5503 -10.3424 0.5 0.0 0.2
H 7.5234 10.2565 -9.8025 -0.1 0.1 -0.2
```
Positions in Å, forces in eV/Å.

Atom charges from the Mulliken analysis, given in e for atoms 1 to 4: -1.289, -0.372, 0.114, -0.500